No. 1
{"formula": "C12H24IrNO9", "method": "ωB97M-V with the def2-TZVPD basis set", "species": ["Ir", "O", "O", "O", "O", "O", "O", "O", "O", "O", "N", "C", "C", "C", "C", "C", "C", "C", "C", "C", "C", "C", "C", "H", "H", "H", "H", "H", "H", "H", "H", "H", "H", "H", "H", "H", "H", "H", "H", "H", "H", "H", "H", "H", "H", "H", "H"], "xyz": [[0.157310, -0.089741, 0.000969], [-1.242354, 2.034462, -0.199695], [2.330323, 1.276721, -3.287093], [-0.288042, -0.244415, 2.310499], [0.905401, 1.927096, 1.254151], [2.471424, 2.321305, -1.433642], [-1.812728, -0.556172, -1.199671], [0.814644, 1.020659, -1.811228], [0.633775, -1.747937, -1.739345], [0.739663, -2.287206, 0.760958], [1.926827, 1.546565, -2.213666], [-0.628888, 3.286994, -0.056667], [0.544333, 1.957213, 2.638976], [-0.547217, -2.165837, -2.414356], [-1.469524, -0.959401, -2.525565], [1.596455, -2.746603, -1.464261], [0.689337, -2.484842, 2.173600], [-0.455753, -1.609743, 2.679050], [-2.192928, 1.872376, -1.245402], [1.722029, -3.025789, 0.058491], [0.768547, 3.133152, 0.573124], [-2.788393, 0.471292, -1.070782], [0.560328, 0.532342, 3.160714], [-1.389030, -1.929486, 2.204208], [-0.595736, 3.854302, -0.995711], [-0.946221, -0.149991, -3.052865], [2.559095, -2.378624, -1.849695], [2.732253, -2.771151, 0.409661], [1.652144, -2.225269, 2.631592], [1.547619, 3.059464, -0.258786], [-2.989930, 2.624375, -1.166015], [-1.225309, 3.890328, 0.656934], [0.480270, -3.537512, 2.410114], [-1.702924, 1.984225, -2.221784], [0.158338, 0.528344, 4.182324], [1.578830, 0.126943, 3.189540], [1.574807, -4.099140, 0.251834], [-3.187820, 0.375195, -0.053665], [1.358525, -3.669063, -2.004265], [1.247998, 2.589290, 3.197182], [-0.465378, 2.376108, 2.742051], [-3.598202, 0.318420, -1.793310], [1.042247, 3.999396, 1.189695], [-2.379667, -1.225033, -3.080565], [-0.556445, -1.705001, 3.764668], [-0.286589, -2.512100, -3.426949], [-1.043443, -2.986512, -1.875356]], "forces_ev_per_a": [[0.6, 3.0, -1.2], [0.6, -1.4, 0.8], [-0.6, -0.5, -0.7], [-0.5, 0.0, -2.0], [-0.3, -1.9, 0.1], [0.4, -0.4, -0.3], [1.7, -0.5, 1.4], [-3.9, -3.0, 1.4], [-0.4, 1.4, 0.7], [-1.0, 1.6, -0.8], [3.3, 1.5, 0.8], [0.0, 1.0, 0.3], [-0.5, -0.4, 0.8], [-1.2, -0.2, -0.4], [0.8, -0.5, -1.1], [1.1, -0.5, 0.2], [-0.1, 0.5, 1.2], [-0.1, -1.5, 0.1], [-0.5, -0.8, -0.8], [1.0, -0.7, -0.6], [1.3, 0.7, -1.7], [-0.6, 1.5, 0.5], [0.9, 1.0, 0.4], [0.1, 0.1, 0.2], [0.2, -0.3, 0.1], [-0.2, -0.1, 0.1], [-0.3, -0.1, 0.1], [-0.3, 0.1, 0.0], [-0.1, 0.0, -0.2], [-1.1, 0.3, 0.9], [0.2, -0.1, 0.1], [-0.1, -0.4, -0.2], [0.0, 0.2, -0.2], [0.0, 0.1, 0.1], [-0.1, -0.1, -0.2], [-0.1, 0.0, -0.1], [-0.2, 0.3, 0.1], [0.0, 0.0, -0.3], [-0.2, 0.2, 0.1], [0.0, -0.2, -0.2], [0.1, 0.0, -0.1], [0.2, -0.1, 0.0], [-0.2, -0.3, 0.1], [0.1, 0.0, 0.3], [0.0, 0.1, -0.1], [0.0, 0.1, 0.3], [0.2, 0.2, 0.0]], "energy_ev": -35546.502, "e_homo_ev": [-20.04, -19.81], "homo_lumo_gap_ev": [5.01, 4.72], "de_lowest_ev": 5.083, "mol_weight_g_mol": 518.54, "total_charge": 3, "s_squared": 0.797, "spin_multiplicity": 2}

No. 2
{"formula": "C12H24N2O3", "method": "ωB97M-V with the def2-TZVPD basis set", "species": ["O", "O", "O", "N", "N", "C", "C", "C", "C", "C", "C", "C", "C", "C", "C", "C", "C", "H", "H", "H", "H", "H", "H", "H", "H", "H", "H", "H", "H", "H", "H", "H", "H", "H", "H", "H", "H", "H", "H", "H", "H"], "xyz": [[1.469892, -1.814817, 1.565167], [-0.350704, -1.956691, -0.590476], [2.847778, -0.179032, 2.082242], [-2.799277, -0.984857, -1.622655], [0.351191, 0.193485, -0.263777], [4.173335, 0.683175, -0.462270], [2.064224, -0.663536, 1.338746], [2.663158, 1.030392, -0.531681], [4.488698, -0.311874, -1.564438], [-3.982210, 1.978532, -0.002348], [1.782107, -0.130845, -0.108485], [2.354790, 2.338453, 0.198915], [-0.597615, -0.737743, -0.545474], [-3.968540, 0.641725, 0.714149], [-5.150094, -0.210142, 0.238614], [-2.658285, -0.091801, 0.714868], [-2.040362, -0.195315, -0.695094], [-3.119039, 2.585890, 0.323961], [-5.030261, -0.647345, -0.747992], [-1.977185, 0.455566, 1.394390], [3.161528, 2.996183, -0.017224], [-2.837237, -1.078263, 1.146529], [3.790607, -1.140005, -1.577328], [2.276845, 2.264644, 1.287042], [-4.899803, 2.566271, 0.246412], [4.411134, 0.227218, 0.469587], [-5.383326, -1.093323, 0.877939], [-6.066320, 0.377171, 0.282353], [2.462246, 1.159797, -1.611089], [0.967068, -2.290442, 0.812114], [1.401756, 2.827667, -0.169651], [0.053776, 1.129919, 0.032391], [-2.545800, -1.945372, -1.475808], [-2.638654, -0.753446, -2.589405], [4.500903, 0.119798, -2.567707], [1.904073, -1.022771, -0.737221], [4.766821, 1.616420, -0.618382], [-1.983211, 0.802393, -1.092027], [-3.947108, 1.827263, -1.081339], [-4.184100, 0.885984, 1.782216], [5.540927, -0.713424, -1.393225]], "forces_ev_per_a": [[-1.2, -2.1, 0.1], [-0.1, 1.2, -0.2], [0.4, 0.6, 1.3], [-0.5, -0.2, 0.2], [0.1, 0.4, 0.2], [-0.7, 0.5, -1.3], [-0.2, -0.2, -2.8], [0.4, 0.2, -0.2], [2.1, -0.4, 0.0], [0.0, 0.6, 0.2], [-0.8, -0.5, 0.8], [-1.6, 0.0, -0.2], [0.1, -0.4, 0.6], [-1.7, 0.2, 1.1], [-0.7, -0.9, 0.6], [0.4, 0.1, -0.2], [1.0, -0.2, 0.3], [-0.2, -0.1, -0.3], [0.1, 0.4, -0.2], [0.0, -0.3, -0.4], [0.5, 0.9, -0.1], [0.3, -0.1, -0.1], [0.0, -0.3, 0.1], [0.1, -0.3, -0.1], [0.7, -0.6, -0.2], [0.3, 0.0, 0.8], [0.5, 0.6, 0.0], [-0.1, 0.2, -0.2], [-0.1, 0.2, 0.3], [0.8, 1.7, 0.9], [1.0, -0.5, 0.3], [0.1, -0.7, -0.4], [0.0, -0.6, -0.1], [0.3, 0.1, -0.1], [-0.2, 0.2, 0.1], [0.2, 0.3, -0.1], [-0.4, -0.7, 0.3], [0.2, 0.6, -0.1], [0.0, 0.2, -0.1], [0.1, -0.2, -0.5], [-1.3, 0.2, -0.3]], "energy_ev": -21956.990, "e_homo_ev": -9.41, "homo_lumo_gap_ev": 9.92, "de_lowest_ev": 0.719, "mol_weight_g_mol": 244.33, "total_charge": 0, "smiles": "CC[C@H](C)[C@H](NC(=O)[C@@H](N)CC(C)C)C(=O)O"}